No. 1
C3H7O3 | wB97M-V/def2-TZVPD

Output
calculated total energy	-9368.4195	eV
gap between HOMO and LUMO	8.467	eV
relative energy (zero: lowest compared OMol25 entry of this formula, charge and spin)	17.0	kcal per mole
charge	-1

```
13
Properties=species:S:1:pos:R:3:nbo_charge:R:1
C 0.3270 2.9822 -0.7074 -0.2463
O 0.7944 1.6528 -0.9196 -0.7953
H 0.2389 1.0510 -0.3118 0.5199
H 0.1699 3.3473 -1.7281 0.1472
H 1.0402 3.6077 -0.1765 0.1414
H -0.6434 2.9866 -0.2156 0.1643
C 0.7641 -1.8620 -0.2917 -0.7406
C -0.4241 -1.3215 0.5565 0.7818
O -0.4125 -0.0675 0.6512 -0.8163
O -1.2912 -2.0901 1.0117 -0.7569
H 1.0319 -2.9149 -0.1562 0.1882
H 1.6595 -1.2485 -0.2254 0.2066
H 0.4090 -1.7894 -1.3257 0.2059
```

No. 2
C3H7O3 | wB97M-V/def2-TZVPD

Output
calculated total energy	-9368.4877	eV
gap between HOMO and LUMO	8.640	eV
relative energy (zero: lowest compared OMol25 entry of this formula, charge and spin)	15.5	kcal per mole
charge	-1

```
13
Properties=species:S:1:pos:R:3:nbo_charge:R:1
C 2.0677 -1.1130 0.5954 -0.7325
C 1.0660 0.0454 0.6733 0.7715
O -0.1413 -0.3095 0.8334 -0.8305
O 1.5110 1.1958 0.5744 -0.7580
H 2.8868 -0.8850 1.2855 0.1990
H 2.4540 -1.1804 -0.4199 0.2008
H 1.5825 -2.0459 0.8952 0.1988
C -1.7924 -0.0805 -1.7273 -0.2354
O -2.2668 0.4221 -0.5150 -0.7923
H -1.6181 0.2683 0.2219 0.5254
H -1.7138 0.7151 -2.4663 0.1443
H -0.8267 -0.5733 -1.5991 0.1785
H -2.4298 -0.9085 -2.0784 0.1306
```

No. 3
C3H7O3 | wB97M-V/def2-TZVPD

Output
calculated total energy	-9367.2045	eV
gap between HOMO and LUMO	7.418	eV
relative energy (zero: lowest compared OMol25 entry of this formula, charge and spin)	45.1	kcal per mole
charge	-1

```
13
Properties=species:S:1:pos:R:3:nbo_charge:R:1
C -1.2261 2.6740 0.4496 -0.2660
O -2.2032 2.8954 1.3870 -0.7311
H -2.5449 2.0662 1.6855 0.4662
H -1.2208 3.4766 -0.2164 0.1549
H -0.2316 2.5617 1.0174 0.1609
H -1.1725 1.7258 -0.1412 0.2127
C 0.3336 -2.6540 -1.0573 -0.7275
C 1.0627 -1.3982 -0.4088 0.7818
O 0.3208 -0.5104 -0.0139 -0.7905
O 2.3171 -1.5010 -0.4268 -0.8070
H 0.5346 -3.4144 -0.5329 0.1783
H 0.8644 -2.7711 -2.0677 0.1860
H -0.7281 -2.4470 -1.2156 0.1812
```

No. 4
C3H7O3 | wB97M-V/def2-TZVPD

Output
calculated total energy	-9367.4121	eV
gap between HOMO and LUMO	7.604	eV
relative energy (zero: lowest compared OMol25 entry of this formula, charge and spin)	40.3	kcal per mole
charge	-1

```
13
Properties=species:S:1:pos:R:3:nbo_charge:R:1
C -2.3991 0.5906 0.0857 -0.7787
C -1.2265 1.6026 0.2762 0.7647
O -1.4899 2.8102 0.4651 -0.7831
O -0.0880 1.1073 0.0491 -0.8297
H -2.1909 -0.2645 0.7081 0.2146
H -2.0392 0.0857 -0.8387 0.2084
H -3.3347 1.0963 -0.1137 0.2070
C 2.2928 -0.8561 -0.0514 -0.2504
O 2.1583 -2.2250 -0.4047 -0.7555
H 1.2255 -2.4902 -0.5066 0.4672
H 3.3035 -0.6386 0.2804 0.1547
H 1.8717 -0.5410 0.9209 0.1835
H 1.9165 -0.2772 -0.8705 0.1973
```